# 1
{
  "formula": "C34H31AsBrF4FeN2O9P3S",
  "method": "ωB97M-V/def2-TZVPD",
  "total_energy_ev": -272004.090,
  "orbital_gap_ev": [5.455, 6.498],
  "total_charge": 1,
  "spin_multiplicity": 2,
  "de_lowest_kj_mol": 781.08,
  "species": ["Fe", "O", "C", "O", "C", "C", "C", "C", "C", "C", "N", "C", "C", "C", "C", "C", "C", "N", "H", "H", "H", "H", "H", "H", "H", "H", "H", "H", "F", "C", "C", "F", "C", "F", "C", "P", "C", "C", "C", "C", "C", "C", "C", "C", "C", "C", "C", "C", "C", "Br", "C", "F", "H", "H", "H", "H", "H", "H", "H", "H", "H", "H", "O", "P", "O", "O", "O", "P", "O", "O", "O", "H", "H", "C", "As", "C", "C", "S", "H", "H", "H", "H", "H", "H", "H", "H", "H"],
  "xyz": [[-1.12786, 0.77054, -0.19999], [4.19588, 4.44177, 3.57524], [2.99626, 3.95835, 3.94603], [2.38395, 4.45629, 4.84677], [2.45940, 2.78863, 3.17756], [2.63448, 2.65225, 1.80646], [1.95863, 1.66117, 1.11056], [1.12490, 0.79543, 1.79364], [1.00470, 0.87873, 3.17722], [1.65612, 1.88325, 3.86402], [0.26998, -0.11137, 1.08127], [0.34189, -1.32954, 1.47279], [-0.38866, -2.47135, 0.92360], [-0.61753, -3.58667, 1.71644], [-1.30814, -4.64918, 1.15138], [-1.70380, -4.55520, -0.17050], [-1.39923, -3.40022, -0.88606], [-0.75297, -2.37821, -0.34907], [4.61950, 3.86039, 2.93249], [3.24501, 3.35822, 1.25496], [2.04041, 1.60245, 0.03518], [0.33871, 0.20091, 3.69681], [1.52714, 2.00114, 4.93173], [1.04172, -1.55399, 2.27792], [-0.26932, -3.61955, 2.74083], [-1.52293, -5.53662, 1.73131], [-2.23671, -5.36423, -0.65057], [-1.68533, -3.28443, -1.92406], [4.80203, 3.06814, -4.13042], [3.91200, 2.22448, -3.63524], [4.16839, 0.86280, -3.63428], [5.30631, 0.40666, -4.13560], [3.22779, -0.01208, -3.11216], [3.52448, -1.30971, -3.15101], [2.02553, 0.42942, -2.57652], [0.69070, -0.66535, -1.91552], [1.55043, -1.78116, -0.74978], [0.97546, -3.01883, -0.45426], [1.50135, -3.82619, 0.54402], [2.60491, -3.40705, 1.27256], [3.18707, -2.18043, 0.98645], [2.66353, -1.37590, -0.01396], [0.33599, -1.69220, -3.38538], [0.99456, -2.88469, -3.68660], [0.69608, -3.56964, -4.85396], [-0.24804, -3.06582, -5.73811], [-0.89795, -1.87526, -5.45043], [-0.61401, -1.19411, -4.27583], [1.79984, 1.80371, -2.59273], [0.18301, 2.52019, -1.91618], [2.71884, 2.69676, -3.11107], [2.48964, 4.00710, -3.11539], [0.11205, -3.36048, -1.01321], [1.04832, -4.78814, 0.74635], [3.01689, -4.03826, 2.04860], [4.05945, -1.85168, 1.53623], [3.14969, -0.43377, -0.23191], [1.74858, -3.27753, -3.01992], [1.21128, -4.49439, -5.07833], [-0.47310, -3.60098, -6.65135], [-1.63190, -1.47735, -6.13918], [-1.14327, -0.28233, -4.03647], [-4.10889, 1.17641, -2.86907], [-3.27537, 0.66392, -1.64079], [-2.54251, 1.85478, -1.02506], [-2.26911, -0.40629, -1.88656], [-4.38534, 0.16343, -0.59828], [-3.94243, -0.07303, 0.95624], [-4.27402, -1.60889, 1.19285], [-4.69597, 0.82156, 1.84561], [-2.41186, -0.00037, 0.99344], [-4.62012, 0.50533, -3.33814], [-5.12201, -1.71632, 1.64250], [-4.07873, 3.80712, 1.72268], [-2.47858, 3.11806, 2.51414], [-1.68216, 4.57284, 3.48718], [-2.72863, 1.69357, 3.77837], [-0.90613, 2.76062, 1.08545], [-4.75774, 4.10640, 2.52036], [-4.53594, 3.02897, 1.12152], [-3.78912, 4.66625, 1.12079], [-2.37126, 4.90014, 4.26525], [-1.48584, 5.39391, 2.80075], [-0.74573, 4.23807, 3.93080], [-2.15249, 1.93957, 4.66846], [-2.37412, 0.77486, 3.31983], [-3.78809, 1.59418, 3.99830]],
  "forces_ev_per_a": [[-0.2, 0.4, 0.4], [0.0, 0.0, 0.0], [0.1, 0.0, 0.1], [0.0, 0.0, 0.0], [0.0, 0.0, 0.0], [0.0, 0.0, 0.0], [0.2, 0.0, 0.0], [-0.1, -0.1, 0.2], [0.0, 0.0, 0.0], [0.0, 0.0, 0.0], [-0.4, -0.1, 0.0], [-0.4, 0.7, 0.7], [-3.0, 1.7, 1.5], [-1.9, -0.2, 0.5], [0.2, 0.5, 0.9], [-0.1, 0.6, -1.0], [-4.5, -0.9, 0.6], [-6.3, 3.0, 2.6], [0.0, 0.0, 0.0], [0.0, 0.0, 0.0], [0.0, 0.0, 0.0], [0.0, 0.0, 0.0], [0.0, 0.0, 0.0], [-0.2, -0.1, 0.0], [0.0, 0.0, -0.1], [0.0, 0.0, 0.0], [0.0, 0.0, 0.0], [0.1, 0.0, -0.1], [0.0, 0.0, 0.0], [0.0, 0.0, 0.0], [0.0, 0.0, 0.0], [0.0, 0.0, 0.0], [0.0, 0.0, 0.0], [0.0, 0.0, 0.1], [0.0, -0.2, 0.1], [0.4, -0.3, 0.4], [1.7, -0.1, -1.0], [6.0, -1.6, -3.1], [2.7, -1.5, -0.2], [-0.6, -0.3, -0.2], [0.4, 0.5, 0.0], [0.4, -0.3, -0.3], [-0.2, 0.1, 0.0], [0.0, 0.0, 0.1], [0.0, 0.0, 0.0], [0.0, 0.0, 0.0], [0.0, 0.1, 0.0], [0.0, 0.0, -0.1], [-0.1, 0.0, 0.0], [0.0, 0.3, -0.2], [0.0, 0.0, 0.0], [0.0, 0.0, 0.0], [5.2, -1.6, -1.2], [0.6, 0.1, -0.3], [0.0, 0.0, 0.0], [0.0, 0.0, 0.0], [0.0, 0.0, 0.0], [0.0, 0.0, 0.1], [0.0, 0.0, 0.0], [0.0, 0.0, 0.0], [0.0, 0.0, 0.0], [0.0, 0.0, 0.0], [0.0, -0.1, 0.0], [0.0, 0.0, -0.1], [-0.1, -0.1, -0.1], [-0.1, -0.3, 0.0], [0.1, 0.1, 0.1], [-0.1, -0.1, -0.1], [0.0, 0.0, 0.0], [0.0, 0.0, -0.1], [0.2, 0.0, -0.1], [0.0, 0.0, 0.0], [0.0, 0.0, 0.0], [0.0, -0.1, 0.0], [0.1, 0.0, 0.0], [-0.1, 0.0, 0.0], [0.0, 0.0, 0.0], [0.0, -0.1, -0.1], [0.0, 0.0, 0.0], [0.0, 0.0, 0.0], [0.0, 0.0, 0.0], [0.0, 0.0, 0.0], [0.0, 0.0, 0.0], [0.0, 0.0, 0.0], [0.0, 0.0, 0.0], [0.0, 0.0, 0.0], [0.0, 0.0, 0.0]]
}

---

# 2
{
  "formula": "C34H31BrIN8O4S3Tm",
  "method": "ωB97M-V/def2-TZVPD",
  "total_energy_ev": -196054.499,
  "orbital_gap_ev": [6.801, 6.803],
  "spin_multiplicity": 3,
  "de_lowest_kj_mol": 0.00,
  "species": ["Tm", "C", "C", "N", "C", "C", "C", "O", "C", "C", "N", "C", "C", "C", "C", "C", "C", "I", "C", "O", "H", "H", "H", "H", "H", "H", "H", "H", "H", "H", "H", "H", "S", "C", "S", "C", "N", "N", "C", "C", "C", "C", "C", "C", "S", "H", "H", "H", "H", "H", "C", "C", "C", "C", "N", "C", "N", "N", "N", "H", "H", "H", "H", "H", "H", "H", "H", "H", "H", "Br", "C", "C", "C", "C", "C", "C", "C", "O", "O", "H", "H", "H", "H"],
  "xyz": [[0.52010, 1.20445, -0.20130], [-0.52267, -1.65831, 2.75701], [-1.62561, -0.67826, 2.48646], [-2.85952, -1.00503, 2.80027], [-3.84979, -0.11246, 2.57405], [-3.65014, 1.10205, 1.97457], [-4.81791, 2.03357, 1.78372], [-4.64638, 3.26558, 2.50003], [-2.33545, 1.44706, 1.58731], [-2.12599, 2.69705, 0.84746], [-1.04371, 3.08146, 0.27522], [-1.07461, 4.35587, -0.35688], [-1.83360, 5.39488, 0.18178], [-1.92159, 6.63050, -0.43375], [-1.22933, 6.87452, -1.60953], [-0.43074, 5.87607, -2.14355], [-0.34443, 4.64359, -1.51258], [0.97627, 3.29899, -2.42710], [-1.30302, 0.57690, 1.90474], [-0.03054, 0.90039, 1.69380], [-0.91001, -2.47705, 3.36132], [0.30726, -1.17245, 3.27113], [-0.11937, -2.05946, 1.82340], [-4.84636, -0.41638, 2.87535], [-5.73179, 1.52036, 2.08317], [-4.94093, 2.31665, 0.74079], [-4.70319, 3.07462, 3.44197], [-3.01839, 3.30516, 0.74035], [-2.35228, 5.22861, 1.11791], [-2.52975, 7.40503, 0.01430], [-1.29581, 7.83489, -2.10510], [0.13161, 6.05626, -3.05009], [-6.60709, -1.18176, -0.00063], [-5.03993, -0.99925, -0.52952], [-4.51039, 0.39295, -1.40324], [-2.85151, -0.12596, -1.32597], [-2.71008, -1.27422, -0.75780], [-3.94607, -1.77598, -0.34642], [-3.90895, -3.10543, 0.19190], [-2.75306, -3.52422, 0.84157], [-2.67756, -4.81107, 1.34685], [-3.74649, -5.68630, 1.20423], [-4.88835, -5.26190, 0.54119], [-4.97648, -3.97327, 0.02890], [-1.60004, 0.88596, -1.98603], [-1.92496, -2.84021, 0.93624], [-1.77839, -5.12690, 1.86203], [-3.68815, -6.69150, 1.60257], [-5.72616, -5.93593, 0.41483], [-5.86739, -3.65122, -0.49096], [4.73441, -2.71298, -2.06009], [3.85344, -3.89572, -1.66022], [3.80237, -4.04066, -0.14002], [2.44725, -3.79386, -2.25288], [1.78465, -2.52479, -1.92433], [1.85080, -1.33401, -2.52562], [1.13843, -0.49313, -1.83828], [0.63168, -1.19615, -0.79096], [1.02044, -2.41085, -0.83529], [5.76426, -2.89156, -1.74847], [4.40479, -1.79439, -1.56408], [4.73991, -2.55014, -3.14294], [4.27652, -4.80635, -2.09247], [3.26456, -3.20558, 0.31545], [4.81137, -4.04751, 0.27592], [3.30633, -4.96677, 0.15873], [1.80688, -4.57854, -1.85816], [2.46667, -3.87217, -3.33861], [2.40238, -1.12561, -3.42704], [7.31929, 4.29380, 1.92490], [6.45865, 3.11192, 0.72629], [7.17606, 2.57898, -0.33238], [6.53704, 1.71683, -1.21476], [5.20499, 1.38140, -1.02305], [4.50259, 1.92697, 0.04313], [5.12318, 2.80711, 0.91974], [3.05798, 1.58762, 0.22552], [2.20661, 2.50364, 0.43860], [2.69263, 0.38524, 0.09399], [8.21887, 2.83380, -0.46268], [7.08679, 1.30715, -2.05286], [4.70055, 0.70336, -1.70121], [4.56637, 3.24398, 1.73819]],
  "forces_ev_per_a": [[-0.4, 0.1, -1.1], [0.0, 0.0, 0.1], [0.0, 0.0, 0.2], [-0.1, 0.2, 0.0], [0.2, -0.3, 0.1], [-0.1, 0.1, -0.1], [0.1, 0.1, 0.1], [-0.1, -0.1, -0.1], [-0.2, 0.6, -0.4], [-0.2, -0.3, 0.3], [0.4, 0.1, -0.3], [0.0, -0.1, 0.0], [-0.1, 0.1, 0.1], [0.0, 0.0, 0.0], [0.0, 0.0, 0.0], [-0.1, 0.1, 0.1], [0.1, 0.0, 0.0], [-0.1, 0.2, -0.4], [0.6, 0.1, 0.3], [-1.0, -0.8, 1.4], [0.0, 0.0, 0.0], [0.0, 0.0, 0.0], [0.0, 0.0, 0.0], [0.0, 0.0, 0.0], [-0.1, 0.0, 0.0], [0.0, 0.0, -0.1], [0.1, 0.0, 0.0], [0.0, 0.1, 0.1], [0.0, 0.0, 0.0], [0.0, 0.0, 0.0], [0.0, 0.0, 0.0], [0.0, 0.0, 0.0], [0.1, 0.0, -0.1], [0.1, -0.2, 0.2], [-0.1, 0.4, -0.2], [0.2, 0.1, 0.0], [-0.3, -0.1, 0.0], [0.2, -0.3, 0.0], [0.1, 0.2, 0.0], [0.0, 0.0, 0.0], [0.0, 0.0, 0.0], [0.0, 0.0, 0.0], [0.0, 0.0, 0.0], [-0.1, -0.1, 0.0], [-0.5, -0.1, -0.2], [-0.1, -0.1, 0.0], [0.0, 0.0, 0.0], [0.0, 0.0, 0.0], [0.0, 0.0, 0.0], [0.1, 0.0, 0.1], [0.0, 0.0, 0.0], [0.0, 0.2, 0.1], [0.0, 0.0, 0.0], [-0.1, 0.2, 0.0], [0.0, -0.5, 0.1], [0.0, 0.0, -0.1], [0.0, -0.3, 0.0], [0.4, -0.3, -0.6], [-0.1, 0.2, 0.1], [0.0, 0.0, 0.0], [0.0, 0.0, 0.0], [0.0, 0.0, 0.1], [0.0, 0.0, 0.0], [0.0, 0.0, 0.0], [0.0, 0.0, 0.0], [0.0, 0.1, 0.0], [-0.1, 0.0, 0.0], [0.0, 0.0, 0.0], [0.0, 0.0, 0.0], [0.0, 0.0, 0.0], [0.0, 0.0, 0.0], [0.0, -0.1, -0.1], [0.0, 0.0, 0.0], [0.1, -0.1, 0.0], [-0.1, 0.1, 0.1], [0.0, 0.1, 0.0], [0.2, -0.1, 0.1], [0.8, 0.2, 0.2], [0.2, 0.3, -0.1], [0.0, 0.0, 0.0], [0.0, 0.0, 0.0], [0.0, 0.0, 0.0], [0.0, 0.0, 0.0]]
}

---

# 3
{
  "formula": "C34H31FeN2O4PSbSe4Te",
  "method": "ωB97M-V/def2-TZVPD",
  "total_energy_ev": -365829.701,
  "orbital_gap_ev": [7.040, 6.997],
  "total_charge": -1,
  "spin_multiplicity": 5,
  "species": ["Fe", "N", "C", "C", "O", "N", "C", "C", "O", "O", "H", "H", "H", "H", "H", "H", "Te", "C", "C", "C", "C", "C", "C", "C", "C", "C", "C", "C", "C", "H", "H", "H", "H", "H", "H", "H", "H", "H", "H", "O", "P", "C", "C", "C", "C", "C", "C", "C", "C", "C", "C", "C", "C", "C", "C", "C", "C", "C", "C", "H", "H", "H", "H", "H", "H", "H", "H", "H", "H", "H", "H", "H", "H", "H", "Se", "Sb", "Se", "Se", "Se"],
  "xyz": [[0.21671, 0.88483, 1.97800], [-0.57924, 2.71958, 2.69549], [0.55031, 3.17502, 3.55159], [1.21276, 1.84957, 3.91301], [0.52978, 1.08300, 4.64560], [2.29100, 1.58832, 3.19584], [2.87780, 0.26755, 3.40788], [2.51679, -0.66598, 2.26418], [3.34984, -1.25194, 1.58596], [1.22880, -0.76175, 2.03308], [-0.85912, 3.39768, 1.99648], [-1.38621, 2.48028, 3.26117], [0.21266, 3.70827, 4.44072], [1.21197, 3.79440, 2.95130], [2.51552, -0.19101, 4.33597], [3.96391, 0.35491, 3.43708], [1.77725, 0.41132, -0.89403], [3.28093, 1.84086, -0.46153], [4.46675, 1.40433, 0.11106], [5.46606, 2.33262, 0.37726], [5.27304, 3.67114, 0.07211], [4.07863, 4.09386, -0.49759], [3.07147, 3.17846, -0.76312], [2.10376, 0.46417, -2.98608], [2.85496, -0.55343, -3.56057], [3.04978, -0.56112, -4.93483], [2.48375, 0.43547, -5.72125], [1.73170, 1.44457, -5.13790], [1.54137, 1.46164, -3.76264], [4.59793, 0.36408, 0.38282], [6.38984, 2.00632, 0.83815], [6.05263, 4.39140, 0.28734], [3.92508, 5.13973, -0.73173], [2.12796, 3.50523, -1.18681], [3.28202, -1.33827, -2.94550], [3.63409, -1.35029, -5.39183], [2.62364, 0.41872, -6.79502], [1.26764, 2.21773, -5.73731], [0.94256, 2.24944, -3.32183], [-1.66836, 0.01267, 1.66885], [-2.15941, -1.24753, 1.00856], [-1.10938, -1.88743, -0.31647], [-1.26302, -1.32565, -1.58966], [-0.44107, -1.72553, -2.63249], [0.53177, -2.69349, -2.41259], [0.69040, -3.25266, -1.15330], [-0.12603, -2.84968, -0.10648], [-2.31926, -2.54289, 2.25098], [-3.46721, -3.31009, 2.41982], [-3.53452, -4.24329, 3.44489], [-2.46179, -4.40542, 4.30806], [-1.32081, -3.62939, 4.15495], [-1.24663, -2.69502, 3.13508], [-3.73311, -0.97981, 0.19317], [-4.18230, 0.32881, 0.06723], [-5.30832, 0.60200, -0.70008], [-5.98867, -0.43174, -1.31974], [-5.53998, -1.74353, -1.19595], [-4.40479, -2.01722, -0.45548], [-2.00689, -0.56305, -1.78289], [-0.56057, -1.25886, -3.60268], [1.17365, -3.00481, -3.22805], [1.46327, -3.98876, -0.97528], [0.02280, -3.27494, 0.87679], [-4.31652, -3.17462, 1.76167], [-4.43156, -4.83545, 3.57362], [-2.51845, -5.13079, 5.11007], [-0.48996, -3.73854, 4.83973], [-0.36564, -2.07069, 3.03294], [-3.61853, 1.13797, 0.51282], [-5.61066, 1.63101, -0.84017], [-6.85567, -0.21653, -1.93121], [-6.05913, -2.54599, -1.70415], [-4.02329, -3.03132, -0.40538], [-0.55309, 4.59111, -4.09577], [-2.08655, 3.13093, -3.01090], [-2.55000, 1.04729, -4.07307], [-3.24359, 3.84024, -1.06511], [-0.19326, 1.83197, -0.69487]],
  "forces_ev_per_a": [[-0.6, 0.0, -0.2], [-0.1, 0.3, 0.1], [0.0, 0.0, 0.0], [0.0, 0.0, 0.1], [0.1, 0.0, 0.0], [-0.1, -0.1, -0.1], [0.1, 0.1, 0.0], [0.0, -0.2, -0.2], [0.0, 0.0, 0.2], [0.0, 0.1, -0.1], [0.0, 0.0, 0.0], [0.0, 0.0, 0.0], [0.0, 0.0, 0.0], [0.0, 0.0, 0.0], [0.0, 0.0, 0.0], [0.0, 0.0, 0.0], [0.4, -0.2, -0.4], [0.0, 0.0, 0.0], [0.0, 0.0, 0.0], [0.0, 0.0, 0.0], [0.0, 0.0, 0.0], [0.0, 0.0, 0.0], [0.0, 0.0, 0.0], [-0.1, 0.1, 0.0], [0.1, 0.0, 0.0], [0.0, 0.0, 0.0], [0.0, 0.0, 0.0], [0.0, 0.0, 0.0], [0.0, 0.0, 0.0], [0.0, 0.0, 0.0], [0.0, 0.0, 0.0], [0.0, 0.0, 0.0], [0.0, 0.0, 0.0], [0.0, 0.0, 0.0], [0.0, 0.0, 0.0], [0.0, 0.0, 0.0], [0.0, 0.0, 0.0], [0.0, 0.0, 0.0], [0.0, 0.0, 0.0], [0.0, -0.1, 0.0], [0.0, -0.1, -0.1], [0.0, 0.1, -0.1], [0.1, -0.1, 0.0], [-0.1, 0.0, 0.1], [0.0, 0.0, 0.0], [0.0, 0.0, 0.0], [0.0, 0.0, 0.1], [0.0, 0.0, 0.1], [0.0, 0.0, 0.0], [0.0, 0.0, 0.0], [0.0, 0.0, 0.0], [0.0, 0.0, 0.0], [0.0, 0.0, 0.0], [0.0, 0.1, 0.0], [0.0, 0.0, -0.1], [0.0, 0.0, 0.0], [0.0, 0.0, 0.0], [0.0, 0.0, 0.0], [0.0, 0.0, 0.0], [0.0, 0.0, 0.0], [0.0, 0.0, 0.0], [0.0, 0.0, 0.0], [0.0, 0.0, 0.0], [0.0, 0.0, 0.0], [0.0, 0.0, 0.1], [0.0, 0.0, 0.0], [0.0, 0.0, 0.0], [0.0, 0.0, 0.0], [0.0, 0.0, 0.0], [0.0, 0.0, 0.0], [0.0, 0.0, 0.0], [0.0, 0.0, 0.0], [0.0, 0.0, 0.0], [0.0, 0.0, -0.1], [-0.1, 0.0, 0.1], [0.2, -0.1, -0.3], [-0.1, 0.2, 0.0], [-0.1, 0.1, 0.2], [0.1, 0.1, 0.4]]
}